1.
The following is a DFT calculation (the ωB97M-V functional and the def2-TZVPD basis) of a cluster of 2 separate species, C5H11NO in total.

Last column: Löwdin charge in e.
Atoms and positions in Å:
C 1.97838 -0.72114 -0.71892  0.008
N 1.37134 0.31589 -0.22741  0.039
C 0.12051 0.64749 -0.84793  -0.386
C -0.47592 1.88131 -0.65134  0.004
C -0.86070 -0.46743 -1.22020  -0.256
C -1.42896 -1.24768 -0.06714  -0.106
H 2.53330 -1.39746 -0.07888  0.081
H 1.86084 -0.94867 -1.72696  0.053
H -1.36349 2.06971 -1.29355  0.040
H -0.71962 2.18488 0.47888  0.108
H -1.72232 0.17491 -1.53282  0.100
H -0.38500 -1.07021 -2.09192  0.121
H -2.05002 -2.03030 -0.40957  0.050
H -0.95603 -1.67497 0.84788  0.084
H -2.13734 -0.44842 0.28416  0.094
O -0.09846 -0.07346 2.81690  -0.077
H -0.10018 0.49841 3.56948  0.014
H 0.22829 0.46321 2.04323  0.029

Computed properties:
Lowest unoccupied orbital energy = -0.13 eV
E_HOMO = -0.29711 Eh
Net charge = 0
Energy above the lowest of the compared OMol25 structures with the same formula, charge and spin = 485.66 kJ/mol
Structure (SMILES) = C=NC(=C)CC.O
E = -326.9464 Ha

2.
The following is a DFT calculation (the ωB97M-V functional and the def2-TZVPD basis) of a cluster of 3 separate species, C5H11NO in total.

Last column: Löwdin charge in e.
Atoms and positions in Å:
C 0.57343 1.31551 1.61416  -0.062
C 1.15290 0.62996 0.42125  -0.218
N 1.52558 -0.58810 0.45926  0.057
C 2.07347 -1.09470 -0.73649  -0.347
O 2.79509 -0.48574 -1.48968  0.046
H -0.15053 2.07812 1.31396  0.065
H 0.09704 0.58999 2.27729  0.081
H 1.37415 1.81823 2.16985  0.086
H 1.25602 1.21371 -0.50290  0.121
H 1.78932 -2.14728 -0.90901  0.116
H -0.86372 -2.56614 0.61174  0.043
H -0.30627 -2.08732 0.73891  0.015
C -2.13587 -0.37359 -0.83807  -0.104
C -1.62994 0.81516 -1.14775  -0.097
H -1.97591 -1.24422 -1.47055  0.047
H -2.73604 -0.52839 0.05652  0.050
H -1.03751 0.96664 -2.04830  0.055
H -1.80123 1.68817 -0.52019  0.046

Computed properties:
Lowest unoccupied orbital energy = 0.41 eV
E_HOMO = -0.36757 Eh
Net charge = 0
Energy above the lowest of the compared OMol25 structures with the same formula, charge and spin = 311.63 kJ/mol
Structure (SMILES) = C/C=N/C=O.[H][H].C=C
E = -327.0127 Ha

3.
The following is a DFT calculation (the ωB97M-V functional and the def2-TZVPD basis) of a structure of composition C5H11NO.

Last column: Löwdin charge in e.
Atoms and positions in Å:
C -0.18670 0.53910 -0.02363  -0.540
C 1.21514 0.89314 0.75000  -0.222
C -0.90866 -0.68187 0.54849  -0.208
C 0.01145 0.50544 -1.53607  -0.034
C -0.16050 -1.99632 0.33531  -0.093
N -0.69927 1.76256 0.51848  0.183
O 0.97182 2.24701 0.81953  -0.090
H -0.82901 2.47872 -0.19648  0.101
H 1.12375 0.38139 1.71386  0.106
H 2.15974 0.63162 0.25424  0.118
H -1.06550 -0.50825 1.61463  0.110
H -1.89861 -0.74119 0.08728  0.112
H 0.65388 -0.32499 -1.82419  0.078
H 0.48099 1.42945 -1.87131  0.085
H -0.94699 0.38924 -2.04250  0.083
H 0.84025 -1.95662 0.76655  0.074
H -0.06231 -2.23278 -0.72364  0.067
H -0.69947 -2.81567 0.80945  0.072

Computed properties:
Lowest unoccupied orbital energy = 0.22 eV
E_HOMO = -0.35068 Eh
Net charge = 0
Energy above the lowest of the compared OMol25 structures with the same formula, charge and spin = 399.51 kJ/mol
E = -326.9792 Ha

4.
The following is a DFT calculation (the ωB97M-V functional and the def2-TZVPD basis) of an isolated molecule of C5H11NO.

Last column: Löwdin charge in e.
Atoms and positions in Å:
C 0.44858 1.86784 -1.12030  -0.076
C 0.50288 1.00675 0.16293  -0.208
N 0.41296 -0.42360 -0.09216  -0.113
C 1.48799 -1.04707 -0.64376  -0.334
O 1.55723 -2.23080 -0.90249  0.018
C -0.79304 -1.19013 0.12635  -0.200
C -1.50508 -0.83931 1.44123  -0.082
H 0.64613 2.91020 -0.87706  0.072
H 1.22106 1.49720 -1.79975  0.064
H -0.46295 1.76609 -1.69700  0.069
H -0.33762 1.27846 0.78494  0.097
H 1.46758 1.26116 0.60576  0.117
H 2.33690 -0.37527 -0.85546  0.136
H -0.62291 -2.26103 0.11746  0.116
H -1.47684 -0.98880 -0.67763  0.112
H -2.14829 -1.60601 1.85272  0.070
H -1.99816 0.12089 1.36260  0.060
H -0.73640 -0.74656 2.21163  0.081

Computed properties:
Lowest unoccupied orbital energy = 0.89 eV
E_HOMO = -0.33819 Eh
Net charge = 0
Energy above the lowest of the compared OMol25 structures with the same formula, charge and spin = 78.46 kJ/mol
Structure (SMILES) = CCN(C=O)CC
E = -327.1015 Ha

5.
The following is a DFT calculation (the ωB97M-V functional and the def2-TZVPD basis) of an isolated molecule of C5H11NO.

Last column: Löwdin charge in e.
Atoms and positions in Å:
C -0.96579 -1.47725 -0.42501  -0.070
C -0.56695 -0.01372 -0.58405  -0.384
C -1.42695 0.88173 0.31939  -0.053
N 0.84998 0.22688 -0.26645  -0.119
C 1.59312 -0.66702 0.60176  -0.065
C 1.23969 1.53318 -0.33682  -0.349
O 0.76046 2.38391 -1.06067  0.025
H -0.80687 -1.81784 0.60446  0.075
H -2.03780 -1.56510 -0.62786  0.083
H -0.42996 -2.14840 -1.10642  0.083
H -0.71486 0.28784 -1.62568  0.142
H -1.09958 1.92516 0.28917  0.069
H -2.46627 0.86449 -0.01077  0.081
H -1.38528 0.52853 1.35737  0.085
H 1.12795 -0.77814 1.58806  0.090
H 1.70024 -1.66021 0.15476  0.087
H 2.60446 -0.27118 0.73275  0.086
H 2.02439 1.76714 0.39601  0.133

Computed properties:
Lowest unoccupied orbital energy = 0.91 eV
E_HOMO = -0.33975 Eh
Net charge = 0
Energy above the lowest of the compared OMol25 structures with the same formula, charge and spin = 69.43 kJ/mol
Structure (SMILES) = CC(C)N(C)C=O
E = -327.1049 Ha

6.
The following is a DFT calculation (the ωB97M-V functional and the def2-TZVPD basis) of a cluster of 2 separate species, C5H11NO in total.

Last column: Löwdin charge in e.
Atoms and positions in Å:
C -1.30739 -1.23090 0.15400  -0.077
C -0.93590 0.24062 0.04625  -0.420
C -2.06300 1.18066 0.49638  -0.075
C 0.30529 0.55917 0.84397  -0.288
O 0.84011 -0.18484 1.63566  0.030
H -1.51471 -1.50372 1.19380  0.083
H -0.48089 -1.85476 -0.19927  0.074
H -2.19751 -1.45059 -0.44566  0.078
H -0.67458 0.48035 -0.99341  0.127
H -2.94398 1.05559 -0.14152  0.079
H -2.35988 0.96179 1.52882  0.086
H -1.75912 2.23346 0.44560  0.076
H 0.70759 1.58428 0.67924  0.128
C 3.03455 -0.36896 -0.66494  -0.109
N 1.97389 -0.40627 -1.35933  0.042
H 4.04619 -0.45966 -1.07792  0.067
H 2.94240 -0.23514 0.41511  0.052
H 2.19498 -0.54311 -2.34838  0.048

Computed properties:
Lowest unoccupied orbital energy = 1.05 eV
E_HOMO = -0.34808 Eh
Net charge = 0
Energy above the lowest of the compared OMol25 structures with the same formula, charge and spin = 167.46 kJ/mol
Structure (SMILES) = CC(C)C=O.C=N
E = -327.0676 Ha

7.
The following is a DFT calculation (the ωB97M-V functional and the def2-TZVPD basis) of an isolated molecule of C5H11NO.

Last column: Löwdin charge in e.
Atoms and positions in Å:
C 2.86260 0.52024 -0.22068  -0.045
N 1.42166 0.22420 -0.42639  0.017
C 0.53697 -0.15216 0.50428  -0.509
O 0.61343 -0.39507 1.68490  0.071
C -0.93550 -0.18280 -0.31507  -0.368
C -1.59207 -1.49938 0.03536  -0.085
C -1.63411 1.05965 0.21642  -0.083
H 3.12683 1.52507 -0.57156  0.075
H 3.52148 -0.19699 -0.72372  0.075
H 3.09978 0.48118 0.85514  0.089
H 0.59742 0.08758 -1.09310  0.126
H -0.99550 -0.09721 -1.44365  0.144
H -1.47028 -1.64417 1.10992  0.080
H -1.11056 -2.33877 -0.48366  0.085
H -2.65617 -1.50556 -0.21639  0.078
H -2.68279 1.11662 -0.08962  0.079
H -1.57847 1.02743 1.30594  0.084
H -1.12473 1.97013 -0.12813  0.085

Computed properties:
Lowest unoccupied orbital energy = 0.88 eV
E_HOMO = -0.35140 Eh
Net charge = 0
Energy above the lowest of the compared OMol25 structures with the same formula, charge and spin = 192.88 kJ/mol
Structure (SMILES) = CNC(=O)C(C)C
E = -327.0579 Ha

8.
The following is a DFT calculation (the ωB97M-V functional and the def2-TZVPD basis) of a cluster of 3 separate species, C5H11NO in total.

Last column: Löwdin charge in e.
Atoms and positions in Å:
N -0.03415 -0.53785 2.52522  0.007
C -1.05254 1.56307 0.87318  0.155
C 0.55220 -0.53408 -2.77534  0.090
C 0.94835 0.63813 -2.28996  -0.156
C 0.44068 1.31130 -1.07589  -0.023
C -0.60876 0.91310 -0.27673  -0.134
H 0.63662 -0.40172 3.27326  0.014
H -0.01647 -1.47232 2.05442  -0.046
H -1.81629 2.34587 0.80997  0.106
H -1.22733 0.96054 1.76612  0.049
H 0.73918 -1.03270 -3.70935  0.076
H -0.16057 -0.92979 -2.02394  0.076
H 1.72893 1.24313 -2.73542  0.095
H 1.06555 2.09524 -0.66455  0.117
H -1.02350 -0.09822 -0.46046  0.148
H 0.00355 -3.44954 1.76841  -0.095
H 0.09177 0.19370 1.84084  -0.066
O -0.26722 -2.80785 1.10022  -0.414

Computed properties:
Lowest unoccupied orbital energy = -3.62 eV
E_HOMO = -0.25984 Eh
Net charge = 0
Energy above the lowest of the compared OMol25 structures with the same formula, charge and spin = 884.43 kJ/mol
E = -326.7945 Ha

9.
The following is a DFT calculation (the ωB97M-V functional and the def2-TZVPD basis) of an isolated molecule of C5H11NO.

Last column: Löwdin charge in e.
Atoms and positions in Å:
C 2.81484 0.42732 -0.17740  -0.077
N 1.48304 0.01613 -0.55516  0.006
C 0.47006 -0.01454 0.35306  -0.493
O 0.66236 0.04559 1.56194  0.055
C -0.92591 -0.09374 -0.24712  -0.364
C -1.54768 -1.47208 -0.03128  -0.064
C -1.76803 1.00324 0.40027  -0.068
H 2.89084 1.52112 -0.13224  0.088
H 3.53693 0.05056 -0.90376  0.081
H 3.03926 0.02471 0.81007  0.084
H 1.24193 0.01878 -1.53307  0.128
H -0.85193 0.09181 -1.32813  0.128
H -1.62133 -1.68938 1.03885  0.088
H -0.95236 -2.26184 -0.50199  0.081
H -2.55421 -1.49708 -0.46317  0.079
H -2.78317 1.00745 -0.00823  0.080
H -1.81247 0.83184 1.47986  0.085
H -1.32216 1.99012 0.23748  0.085

Computed properties:
Lowest unoccupied orbital energy = 0.89 eV
E_HOMO = -0.35065 Eh
Net charge = 0
Energy above the lowest of the compared OMol25 structures with the same formula, charge and spin = 11.05 kJ/mol
Structure (SMILES) = CNC(=O)C(C)C
E = -327.1271 Ha

10.
The following is a DFT calculation (the ωB97M-V functional and the def2-TZVPD basis) of a cluster of 2 separate species, C5H11NO in total.

Last column: Löwdin charge in e.
Atoms and positions in Å:
C 3.55156 -0.14159 1.89594  -0.119
C 2.06441 -0.07228 1.87021  -0.180
C 1.31557 0.22557 0.80715  -0.153
C -0.14207 0.28401 0.74848  -0.124
C -0.77696 0.05959 -0.40885  -0.205
N -2.17989 0.00364 -0.50978  0.028
H 3.91802 -1.14718 1.63413  0.075
H 4.05284 0.50864 1.18244  0.072
H 3.92407 -0.02972 2.90339  0.060
H 1.54473 -0.19986 2.81651  0.099
H 1.86138 0.42731 -0.09913  0.104
H -0.73976 0.46227 1.63600  0.105
H -0.27500 -0.06091 -1.33206  0.101
H -2.58467 0.50965 -1.28111  0.068
H -2.62787 0.22467 0.36168  0.071
O -4.33332 -0.03427 -4.29949  -0.061
H -4.45173 -0.09014 -3.34581  0.024
H -4.12130 -0.92941 -4.57970  0.034

Computed properties:
Lowest unoccupied orbital energy = 0.75 eV
E_HOMO = -0.28237 Eh
Net charge = 0
Energy above the lowest of the compared OMol25 structures with the same formula, charge and spin = 181.91 kJ/mol
Structure (SMILES) = C/C=C/C=C/N.O
E = -327.0621 Ha

Repeat the first record exactly.
The following is a DFT calculation (the ωB97M-V functional and the def2-TZVPD basis) of a cluster of 2 separate species, C5H11NO in total.

Last column: Löwdin charge in e.
Atoms and positions in Å:
C 1.97838 -0.72114 -0.71892  0.008
N 1.37134 0.31589 -0.22741  0.039
C 0.12051 0.64749 -0.84793  -0.386
C -0.47592 1.88131 -0.65134  0.004
C -0.86070 -0.46743 -1.22020  -0.256
C -1.42896 -1.24768 -0.06714  -0.106
H 2.53330 -1.39746 -0.07888  0.081
H 1.86084 -0.94867 -1.72696  0.053
H -1.36349 2.06971 -1.29355  0.040
H -0.71962 2.18488 0.47888  0.108
H -1.72232 0.17491 -1.53282  0.100
H -0.38500 -1.07021 -2.09192  0.121
H -2.05002 -2.03030 -0.40957  0.050
H -0.95603 -1.67497 0.84788  0.084
H -2.13734 -0.44842 0.28416  0.094
O -0.09846 -0.07346 2.81690  -0.077
H -0.10018 0.49841 3.56948  0.014
H 0.22829 0.46321 2.04323  0.029

Computed properties:
Lowest unoccupied orbital energy = -0.13 eV
E_HOMO = -0.29711 Eh
Net charge = 0
Energy above the lowest of the compared OMol25 structures with the same formula, charge and spin = 485.66 kJ/mol
Structure (SMILES) = C=NC(=C)CC.O
E = -326.9464 Ha